1.
Here is a single C5H8 molecule from OMol25. Energies are from wB97M-V/def2-TZVPD.

For the HOMO-LUMO gap, the calculation gives 8.37 eV. Its total charge is 0. For the LUMO energy, the calculation gives 0.054 eV. The highest occupied orbital energy comes out at -0.3057 Eh.

Atoms and positions in Å:
C: -0.393 -1.066 0.269
C: 1.473 0.086 0.339
C: 0.014 0.369 0.687
C: -0.560 1.487 -0.191
C: 0.978 -1.113 -0.440
H: -0.482 1.243 -1.256
H: -0.448 -1.752 1.118
H: 0.895 -0.771 -1.485
H: -1.298 -1.191 -0.337
H: -0.128 0.654 1.739
H: -1.619 1.636 0.039
H: -0.033 2.432 -0.022
H: 1.602 -2.014 -0.459

2.
Here is 2 unconnected molecules or ions with the total composition C5H8 from OMol25. Energies are from wB97M-V/def2-TZVPD.

Its SMILES is C=C=C1CC1.[H][H]. For the HOMO-LUMO gap, the calculation gives 10.50 eV. Its total charge is 0. For the LUMO energy, the calculation gives 1.218 eV. The highest occupied orbital energy comes out at -0.3412 Eh.

Atoms and positions in Å:
C: 2.343 -0.239 -0.261
C: -1.504 0.215 0.127
C: -0.193 -0.447 0.262
C: -1.374 -1.134 0.814
C: 1.072 -0.378 0.020
H: -1.700 1.089 0.744
H: -1.488 -1.167 1.895
H: 3.024 0.251 0.432
H: 0.056 2.254 -1.139
H: -1.751 -2.011 0.293
H: -1.957 0.246 -0.861
H: 0.718 1.916 -1.125
H: 2.754 -0.596 -1.201

The most stable of them is 2.

1.
Here is a single C5H8 molecule from OMol25. Energies are from wB97M-V/def2-TZVPD.

Its SMILES is CC=C=CC. For the HOMO-LUMO gap, the calculation gives 10.06 eV. Its total charge is 0. For the LUMO energy, the calculation gives 1.007 eV. The highest occupied orbital energy comes out at -0.3327 Eh.

Atoms and positions in Å:
C: 0.069 0.234 1.166
C: -0.623 -1.297 -0.744
C: -0.563 -0.461 0.260
C: -0.050 1.615 1.723
C: 0.180 -0.939 -1.976
H: 0.318 1.619 2.753
H: -0.124 -1.492 -2.866
H: 0.971 -0.297 1.470
H: 0.091 0.132 -2.181
H: -1.050 2.051 1.688
H: 0.624 2.254 1.137
H: -1.086 -2.274 -0.644
H: 1.243 -1.145 -1.786

2.
Here is a single C5H8 molecule from OMol25. Energies are from wB97M-V/def2-TZVPD.

For the HOMO-LUMO gap, the calculation gives 7.27 eV. Its total charge is 0. For the LUMO energy, the calculation gives -0.293 eV. The highest occupied orbital energy comes out at -0.2779 Eh.

Atoms and positions in Å:
C: -2.480 -0.108 -0.218
C: 1.308 0.160 -0.643
C: 1.806 0.004 0.725
C: -0.015 -0.494 -0.440
C: -1.210 0.238 -0.053
H: 0.009 -1.529 -0.093
H: 1.139 1.182 -0.239
H: 1.823 0.727 1.531
H: -3.285 0.388 0.296
H: -0.914 1.068 0.589
H: -2.639 -1.101 -0.631
H: 2.730 -0.589 0.810
H: 1.727 0.055 -1.635

3.
Here is a single C5H8 molecule from OMol25. Energies are from wB97M-V/def2-TZVPD.

Its SMILES is C1=CCCC1. For the HOMO-LUMO gap, the calculation gives 10.34 eV. Its total charge is 0. For the LUMO energy, the calculation gives 1.224 eV. The highest occupied orbital energy comes out at -0.3350 Eh.

Atoms and positions in Å:
C: -0.820 -1.096 0.023
C: -1.100 0.306 -0.531
C: 0.238 1.038 -0.380
C: 1.169 0.123 0.511
C: 0.324 -1.111 0.649
H: 0.764 -1.978 1.182
H: 2.174 -0.063 0.042
H: -1.490 0.315 -1.541
H: -1.505 -1.952 -0.221
H: 1.366 0.635 1.478
H: 0.125 2.015 0.010
H: -1.940 0.660 0.165
H: 0.697 1.110 -1.386

4.
Here is 2 unconnected molecules or ions with the total composition C5H8 from OMol25. Energies are from wB97M-V/def2-TZVPD.

For the HOMO-LUMO gap (alpha / beta), the calculation gives 8.40 / 8.41 eV. Its total charge is 0. For the LUMO energy (alpha / beta), the calculation gives 0.016 / 0.397 eV. The highest occupied orbital energy (alpha / beta) comes out at -0.3081 / -0.2943 Eh.

Atoms and positions in Å:
C: -0.827 -0.163 -0.515
C: 0.654 -0.812 1.484
C: -0.264 -0.647 0.451
C: -1.736 0.111 -1.625
C: 1.479 1.220 0.455
H: -2.401 -0.743 -1.820
H: 0.589 1.518 0.992
H: -1.206 0.322 -2.560
H: -2.371 0.976 -1.407
H: 2.239 2.008 0.507
H: 1.773 0.426 -0.222
H: 0.341 -0.579 2.501
H: 1.413 -1.589 1.390

The most stable of them is 3.

1.
Here is a single C5H8 molecule from OMol25. Energies are from wB97M-V/def2-TZVPD.

Its SMILES is C=CCC=C. For the HOMO-LUMO gap, the calculation gives 10.58 eV. Its total charge is 0. For the LUMO energy, the calculation gives 1.270 eV. The highest occupied orbital energy comes out at -0.3422 Eh.

Atoms and positions in Å:
C: -0.605 -0.920 -1.954
C: 0.238 -0.714 -0.963
C: -0.239 -0.659 0.457
C: 0.143 1.786 1.308
C: 0.520 0.456 1.156
H: 0.833 2.406 1.888
H: 1.310 -0.721 -1.131
H: -1.707 -0.767 -1.893
H: -1.277 -0.370 0.512
H: 1.616 0.245 1.592
H: -0.253 -1.083 -2.930
H: -0.045 -1.681 0.975
H: -0.815 2.274 0.965

2.
Here is a single C5H8 molecule from OMol25. Energies are from wB97M-V/def2-TZVPD.

Its SMILES is CCC1C=C1. For the HOMO-LUMO gap, the calculation gives 10.49 eV. Its total charge is 0. For the LUMO energy, the calculation gives 1.351 eV. The highest occupied orbital energy comes out at -0.3360 Eh.

Atoms and positions in Å:
C: 0.707 -0.062 0.387
C: 2.031 -0.404 0.054
C: -0.549 -0.566 -0.317
C: -1.760 0.313 0.110
C: 1.660 0.768 -0.330
H: -0.455 -0.476 -1.427
H: 1.906 1.780 -0.566
H: -1.384 1.352 0.431
H: -2.365 0.265 -0.781
H: -2.184 -0.359 0.841
H: -0.722 -1.576 -0.161
H: 0.404 0.185 1.492
H: 2.711 -1.219 0.267

The most stable of them is 1.

1.
Here is a molecular structure, C5H8 from OMol25. Energies are from wB97M-V/def2-TZVPD.

For the HOMO-LUMO gap, the calculation gives 9.55 eV. Its total charge is 0. For the LUMO energy, the calculation gives 0.743 eV. The highest occupied orbital energy comes out at -0.3236 Eh.

Atoms and positions in Å:
C: -1.593 -0.957 -0.100
C: 0.876 -0.621 0.179
C: -0.713 1.379 0.151
C: -0.549 -0.037 0.002
C: 2.038 -0.037 -0.208
H: -0.060 2.177 0.931
H: 2.010 0.832 -0.601
H: -0.332 2.027 -0.905
H: 0.903 -1.864 0.665
H: -2.846 -0.455 -0.137
H: -1.507 -2.300 -0.243
H: -1.490 1.619 -0.108
H: 2.969 -0.399 0.253

2.
Here is 2 unconnected molecules or ions with the total composition C5H8 from OMol25. Energies are from wB97M-V/def2-TZVPD.

Its SMILES is C#CC=C.C. For the HOMO-LUMO gap, the calculation gives 10.15 eV. Its total charge is 0. For the LUMO energy, the calculation gives 0.798 eV. The highest occupied orbital energy comes out at -0.3436 Eh.

Atoms and positions in Å:
C: -2.777 -0.398 -0.084
C: -3.821 -1.003 -0.019
C: -1.486 0.215 -0.228
C: 2.188 -0.201 -0.127
C: -0.974 1.316 0.344
H: -1.387 1.856 1.259
H: -4.851 -1.239 0.068
H: -0.859 -0.393 -0.880
H: 2.847 -0.312 0.672
H: 2.603 0.537 -0.817
H: -0.070 1.600 0.056
H: 1.262 0.127 0.263
H: 2.061 -1.032 -0.762

The most stable of them is 2.

1.
Here is 2 unconnected molecules or ions with the total composition CH3NOS2 from OMol25. Energies are from wB97M-V/def2-TZVPD.

Its SMILES is N=C=S.OS. For the HOMO-LUMO gap, the calculation gives 9.72 eV. Its total charge is 0. For the LUMO energy, the calculation gives 0.277 eV. The highest occupied orbital energy comes out at -0.3472 Eh.

Atoms and positions in Å:
S: 0.624 -0.511 -1.471
S: -2.029 1.287 1.397
O: -0.230 -1.225 -0.240
N: 0.685 1.332 1.062
C: -0.500 1.198 1.141
H: 1.414 0.890 0.540
H: -1.155 -1.329 -0.486
H: 1.191 -1.642 -1.942

2.
Here is a single CH3NOS2 molecule from OMol25. Energies are from wB97M-V/def2-TZVPD.

Its SMILES is NSSC=O. For the HOMO-LUMO gap, the calculation gives 8.92 eV. Its total charge is 0. For the LUMO energy, the calculation gives -0.894 eV. The highest occupied orbital energy comes out at -0.3605 Eh.

Atoms and positions in Å:
S: 0.040 -0.955 -0.603
S: -2.227 -1.071 0.361
O: -3.629 1.145 0.024
N: 1.004 -0.229 0.484
C: -2.683 0.496 -0.299
H: 1.265 0.733 0.335
H: -1.963 0.793 -1.075
H: 1.644 -0.789 1.027

The most stable of them is 2.

1.
Here is 2 unconnected molecules or ions with the total composition C2H8NO from OMol25. Energies are from wB97M-V/def2-TZVPD.

For the HOMO-LUMO gap, the calculation gives 6.78 eV. Its total charge is -1. For the LUMO energy, the calculation gives 4.363 eV. The highest occupied orbital energy comes out at -0.0889 Eh.

Atoms and positions in Å:
O: -0.404 -2.437 0.240
N: 0.875 0.334 0.066
C: -0.081 1.072 0.871
C: 0.382 0.115 -1.272
H: 1.001 -0.482 0.657
H: -0.211 0.936 -1.682
H: -0.969 0.388 0.980
H: -0.365 -0.713 -1.144
H: -1.157 -2.184 0.804
H: 0.074 1.193 1.956
H: 1.070 -0.325 -1.991
H: -0.216 2.103 0.515

2.
Here is 2 unconnected molecules or ions with the total composition C2H8NO from OMol25. Energies are from wB97M-V/def2-TZVPD.

For the HOMO-LUMO gap, the calculation gives 6.94 eV. Its total charge is -1. For the LUMO energy, the calculation gives 4.368 eV. The highest occupied orbital energy comes out at -0.0946 Eh.

Atoms and positions in Å:
O: 0.937 2.464 -0.608
N: -0.422 0.087 0.186
C: 0.295 -0.523 1.265
C: -0.860 -0.821 -0.862
H: -0.116 -1.615 -1.016
H: -1.810 -1.292 -0.590
H: 0.809 0.245 1.840
H: 1.049 -1.261 0.929
H: -0.962 -0.188 -1.744
H: -0.394 -1.069 1.926
H: 1.513 3.004 -1.167
H: -0.038 0.970 -0.159

The most stable of them is 2.